The following is a quantum chemistry calculation of C10H29AsCl2CuSi3 as an isolated structure in a non-equilibrium geometry, from OMol25.

```
46
Properties=species:S:1:pos:R:3:forces:R:3:lowdin_charge:R:1
Cu -0.08022 0.38522 -2.41956 0.1 -0.1 0.1 -0.068
C 1.54678 1.67662 2.67514 -0.2 -0.3 -0.7 -0.188
Si 1.47928 1.57622 0.77434 0.7 0.9 0.0 0.355
C 3.18918 1.14932 0.03724 -0.7 0.0 0.2 -0.215
C 0.87168 3.22912 0.03104 0.0 -0.7 0.2 -0.214
As 0.01698 -0.04768 -0.16006 -0.1 -0.1 0.5 0.805
Si 0.70108 -2.20608 0.60104 0.3 -0.9 -0.2 0.378
C -0.69622 -3.44518 0.20694 0.4 0.7 0.2 -0.209
C 1.13998 -2.16988 2.46244 -0.2 0.2 -0.8 -0.199
C 2.18388 -2.56778 -0.54776 -0.6 0.3 0.4 -0.215
Si -2.18892 0.47542 0.54874 -0.9 0.3 -0.1 0.359
C -2.21172 0.93582 2.39684 0.2 -0.2 -0.7 -0.201
C -2.66932 1.92402 -0.60456 0.4 -0.5 0.4 -0.214
C -3.33752 -0.99508 0.15444 0.7 0.4 0.2 -0.207
H 2.24838 2.44462 2.98724 0.2 0.2 -0.1 0.037
H 1.87058 0.74072 3.11934 0.1 -0.2 0.0 0.015
H 0.58058 1.92732 3.10114 -0.2 0.0 0.0 0.014
H 3.88918 1.97532 0.11484 0.0 0.2 0.1 0.033
H 3.08828 0.89482 -1.01746 0.0 0.0 -0.1 0.017
H 3.63448 0.29752 0.54364 0.1 -0.2 0.1 0.019
H 1.62068 4.01182 0.09704 0.2 0.0 0.1 0.034
H -0.01622 3.58652 0.54504 -0.2 0.0 0.1 0.020
H 0.61958 3.09732 -1.02166 0.0 0.0 -0.1 0.008
H -1.45022 -3.46118 0.98754 -0.1 0.0 0.1 0.023
H -0.31922 -4.45798 0.09914 0.2 -0.1 0.0 0.034
H -1.18282 -3.17318 -0.72746 -0.1 0.0 -0.1 0.015
H 0.46228 -1.51628 3.00894 -0.1 0.0 0.0 0.013
H 2.15438 -1.81638 2.62674 0.1 0.1 0.0 0.025
H 1.06958 -3.15918 2.90564 -0.1 -0.2 -0.1 0.033
H 1.84908 -2.52878 -1.58386 -0.1 0.0 -0.1 0.016
H 2.63448 -3.54088 -0.38326 0.0 -0.2 0.2 0.034
H 2.96028 -1.81768 -0.42676 0.1 0.1 0.0 0.007
H -1.95182 1.97872 2.55004 0.1 0.2 0.0 0.026
H -1.50192 0.32402 2.94934 0.1 -0.1 0.1 0.013
H -3.19322 0.77972 2.83114 -0.2 -0.1 0.0 0.032
H -1.99212 2.76382 -0.47806 0.1 0.1 0.0 0.007
H -3.67742 2.28722 -0.43276 -0.2 0.0 0.1 0.036
H -2.60812 1.60832 -1.64656 0.0 -0.1 -0.1 0.007
H -3.30232 -1.74238 0.94044 0.0 -0.2 0.1 0.022
H -3.04492 -1.47338 -0.77826 0.0 0.0 -0.1 0.017
H -4.37152 -0.67868 0.05294 -0.1 0.2 0.0 0.034
Cl -0.38962 1.43162 -4.42056 -0.1 0.5 0.1 0.653
C 0.02488 0.16182 -5.59006 0.2 -0.5 -0.3 -0.889
Cl 0.10358 -1.39588 -4.74346 0.0 0.2 -0.2 0.574
H 1.00238 0.39362 -6.01446 -0.2 0.0 0.1 0.052
H -0.75612 0.13672 -6.35166 0.2 0.0 0.2 0.052
```
Forces are in eV/Å.

Total charge: +1
Relative energy (zero: lowest compared OMol25 entry of this formula, charge and spin): 0.288 eV
Orbital gap: 0.3577 Eh
E: -6063.4389 hartree